# C36H35N9NiSi

A molecular structure, C36H35N9NiSi in a non-equilibrium geometry (ωB97M-V/def2-TZVPD, the Open Molecules 2025 dataset).

```
82
Properties=species:S:1:pos:R:3:lowdin_charge:R:1
C -6.00 -1.23 -2.21 -0.066
H -2.74 -0.61 0.49 0.139
C -3.03 0.18 -0.20 -0.145
N -2.22 0.99 -0.84 -0.042
H 1.28 0.98 4.53 0.107
C 5.49 0.59 4.47 -0.228
C -2.17 -3.96 -2.69 -0.100
Si 0.04 -1.05 -0.61 0.697
C 3.92 1.26 -0.08 -0.016
C 3.61 -3.09 0.05 -0.107
H 3.82 -1.00 1.99 0.106
H 3.11 2.87 3.65 0.128
C -1.47 -3.26 -1.71 -0.119
C 2.43 -1.73 -2.07 -0.111
N -4.25 1.54 -1.41 0.083
C 3.83 1.43 -1.43 -0.067
H 5.26 -3.45 -1.30 0.098
H -1.43 6.07 0.32 0.147
H -4.10 -2.39 -0.56 0.058
C 0.13 5.48 -1.01 -0.080
H -5.51 -3.43 -0.56 0.086
C 4.28 -2.99 -1.17 -0.097
C -2.47 -3.35 -3.90 -0.105
H 5.03 2.55 5.20 0.119
H -1.23 -3.76 -0.77 0.097
H 1.96 1.57 -2.69 0.113
H 4.19 -2.24 -3.19 0.101
H 0.57 6.44 -1.24 0.112
C -1.34 -1.35 -3.14 -0.127
H -7.01 -1.48 -0.33 0.135
C 3.68 -2.32 -2.23 -0.088
N -0.44 3.32 -0.83 0.014
C 0.59 1.12 3.71 -0.034
N -0.24 1.33 1.55 0.019
C -1.04 -1.94 -1.91 -0.336
H -5.10 -2.53 0.91 0.086
C 5.15 -0.41 3.57 -0.014
C 4.09 -0.22 2.70 -0.006
H 1.25 3.91 -2.05 0.095
H -3.01 -3.89 -4.67 0.098
C -2.05 -2.04 -4.13 -0.098
C -1.25 4.02 -0.09 -0.185
N -3.00 1.82 -1.60 0.038
C 2.57 1.21 0.42 -0.237
H 4.83 1.18 0.51 0.114
H 5.72 -1.32 3.55 0.120
H 4.64 1.52 -2.15 0.098
H -2.48 -4.99 -2.51 0.098
C 2.35 -2.51 0.20 -0.127
C 3.35 0.95 2.73 -0.184
H -0.40 -1.71 0.66 -0.013
C 1.74 -1.81 -0.85 -0.316
C -5.58 0.00 -0.05 -0.104
C -5.13 -2.47 -0.19 -0.068
C 6.62 0.41 5.38 -0.174
N -4.28 0.52 -0.52 -0.081
N 1.69 1.35 -0.64 -0.037
H -1.04 -0.32 -3.33 0.087
H 4.07 -3.63 0.87 0.099
C -5.99 -1.32 -0.68 -0.415
C -0.78 1.23 3.79 -0.081
C 0.45 4.22 -1.40 -0.109
C 2.43 1.47 -1.72 -0.184
H -6.29 0.78 -0.31 0.123
H 1.84 -2.60 1.15 0.090
H -2.06 3.63 0.51 0.120
C 2.21 1.14 1.77 -0.033
H 1.96 -1.22 -2.92 0.103
C 3.69 1.95 3.64 -0.013
H -2.28 -1.55 -5.08 0.100
Ni -0.25 1.21 -0.55 0.224
N -0.95 5.34 -0.16 0.061
H -5.54 -0.08 1.03 0.127
C 0.92 1.21 2.32 -0.246
H -2.25 1.47 2.10 0.087
H -6.62 -0.39 -2.57 0.082
H -4.98 -1.09 -2.60 0.074
C 4.76 1.78 4.50 -0.020
N 7.51 0.26 6.10 0.146
C -1.22 1.36 2.43 -0.187
H -1.40 1.21 4.68 0.089
H -6.39 -2.15 -2.64 0.082
```

Results
**Relative energy (zero: lowest compared OMol25 entry of this formula, charge and spin)**: 53.2 kJ/mol
**HOMO (alpha / beta)**: -7.13 / -6.68 eV
**Charge**: 0